Record 1
Entry from the OMol25 dataset: a molecular structure, C38H39F5N2O2SbTeZr (ωB97M-V/def2-TZVPD).

Its expectation value of S² is 0.758. As for the spin multiplicity: 2. The calculation puts the energy relative to the best compared isomer or geometry (same formula, charge and spin) at 0.0 kcal per mole. As for the charge: +2. For the HOMO energy (alpha / beta), the calculation gives -13.326 / -13.529 eV.

```
89
Properties=species:S:1:pos:R:3:forces:R:3:lowdin_charge:R:1
Zr 1.588 0.317 -1.342 -0.4 -0.1 0.0 1.646
O 2.365 1.685 0.292 0.0 -0.2 0.1 -0.217
C 2.250 3.117 0.323 0.0 0.1 0.0 -0.112
C 1.246 3.537 -0.713 0.0 0.0 0.0 -0.254
C 0.774 4.837 -0.754 0.0 0.0 0.0 0.011
C -0.113 5.190 -1.756 0.0 0.0 0.0 -0.008
C -0.500 4.232 -2.680 0.0 0.0 0.0 -0.012
C 0.008 2.954 -2.568 0.0 0.0 0.0 -0.085
N 0.869 2.604 -1.596 0.1 0.0 -0.1 0.000
H 2.525 1.319 1.180 0.0 0.1 0.0 0.094
H 3.228 3.552 0.106 0.0 0.0 0.0 0.145
H 1.942 3.438 1.317 0.0 0.0 0.0 0.133
H 1.100 5.558 -0.016 0.0 0.0 0.0 0.134
H -0.496 6.200 -1.815 0.0 0.0 0.0 0.129
H -1.186 4.468 -3.481 0.0 0.0 0.0 0.125
H -0.267 2.170 -3.259 0.0 0.0 0.0 0.113
F 2.627 -2.452 -3.910 0.0 0.0 0.0 0.098
C 2.764 -2.701 -2.603 0.0 0.0 0.0 -0.226
C 2.599 -1.685 -1.682 0.0 0.1 0.0 -0.162
C 2.759 -2.046 -0.375 0.0 0.0 0.0 -0.234
F 2.559 -0.977 0.522 0.0 0.0 0.1 -0.034
C 3.044 -3.302 0.104 0.0 0.0 0.1 -0.139
F 3.161 -3.573 1.402 0.0 0.0 -0.1 0.134
C 3.205 -4.293 -0.855 0.0 -0.1 0.0 -0.116
F 3.491 -5.526 -0.479 0.0 0.0 0.0 0.166
C 3.068 -3.996 -2.211 0.0 0.0 0.0 -0.129
F 3.226 -4.962 -3.101 0.0 0.0 0.0 0.156
C -6.813 -1.042 4.475 0.0 0.0 0.0 -0.023
C -5.573 -0.525 3.812 0.0 0.0 0.0 -0.224
C -4.405 -0.306 4.540 0.0 0.0 0.0 0.013
C -3.239 0.158 3.952 0.0 0.0 0.1 -0.283
C -2.045 0.411 4.833 -0.1 0.0 0.0 -0.039
C -3.265 0.397 2.565 0.2 0.0 -0.1 -0.408
Te -1.581 1.061 1.517 -0.1 -0.2 0.1 1.739
N -0.222 -0.336 -0.629 0.1 0.2 0.1 -0.150
C -0.590 -0.523 -1.873 0.2 0.1 0.2 -0.545
O 0.226 0.000 -2.818 0.0 0.0 -0.1 -0.264
C -1.754 -1.286 -2.334 0.0 0.0 -0.1 -0.162
C -2.105 -1.278 -3.684 0.0 0.0 0.0 -0.003
C -3.200 -2.009 -4.113 0.0 0.0 0.0 -0.048
C -3.933 -2.759 -3.203 0.0 0.0 0.0 -0.047
C -3.576 -2.779 -1.858 0.0 0.0 0.0 -0.064
C -2.493 -2.038 -1.422 0.0 0.0 0.1 -0.036
C 0.037 0.243 2.582 0.0 0.0 -0.1 -0.491
C 0.962 1.168 3.066 0.0 0.1 0.0 -0.192
C 2.108 0.733 3.715 0.0 0.0 0.0 -0.072
C 2.312 -0.634 3.884 0.0 0.0 0.0 -0.036
C 1.377 -1.540 3.413 0.0 0.0 0.0 -0.025
C 0.221 -1.130 2.746 0.1 0.0 0.0 -0.311
C -0.743 -2.153 2.220 0.0 0.0 0.0 -0.035
C -4.433 0.220 1.801 -0.1 0.0 0.0 -0.303
C -4.538 0.502 0.324 0.0 -0.1 0.0 -0.066
C -5.567 -0.239 2.451 0.0 0.0 0.0 0.005
H -6.713 -1.056 5.558 0.0 0.0 0.0 0.085
H -7.025 -2.059 4.140 0.0 0.0 0.0 0.098
H -7.676 -0.428 4.213 0.0 0.0 0.0 0.094
H -4.410 -0.480 5.609 0.0 0.0 0.0 0.130
H -2.371 0.556 5.861 0.0 0.0 0.0 0.094
H -1.498 1.307 4.538 0.0 0.0 0.0 0.067
H -1.349 -0.430 4.821 0.0 0.0 0.0 0.089
H -1.515 -0.706 -4.387 0.0 0.0 0.0 0.119
H -3.478 -2.002 -5.158 0.0 0.0 0.0 0.116
H -4.780 -3.340 -3.542 0.0 0.0 0.0 0.116
H -4.142 -3.381 -1.159 0.0 0.0 0.0 0.114
H -2.197 -2.046 -0.381 0.0 0.0 0.0 0.091
H 0.764 2.233 2.987 0.0 0.0 0.0 0.093
H 2.811 1.448 4.122 0.0 0.0 0.0 0.119
H 3.194 -0.990 4.398 0.0 0.0 0.0 0.123
H 1.541 -2.601 3.560 0.0 0.0 0.0 0.125
H -0.538 -3.133 2.647 0.0 0.0 0.0 0.096
H -0.644 -2.217 1.134 0.0 0.0 0.0 0.058
H -1.778 -1.893 2.452 0.0 0.0 0.0 0.072
H -3.703 1.077 -0.080 0.0 0.0 0.0 0.016
H -5.450 1.059 0.115 0.0 0.0 0.0 0.098
H -4.583 -0.428 -0.244 0.0 0.0 0.0 0.081
H -6.477 -0.372 1.876 0.0 0.0 0.0 0.137
C 5.043 3.109 -3.142 0.0 -0.1 0.0 -0.313
Sb 4.196 1.157 -3.008 -0.1 0.0 0.1 1.292
C 4.607 0.367 -4.935 0.0 0.0 0.1 -0.286
C 5.693 0.188 -1.837 0.0 0.0 -0.1 -0.304
H 6.024 3.044 -3.609 0.0 0.0 0.0 0.020
H 5.159 3.518 -2.139 0.0 0.0 0.0 -0.001
H 4.406 3.768 -3.729 0.0 0.0 0.0 0.008
H 5.665 0.119 -4.994 0.0 0.0 0.0 0.024
H 4.365 1.109 -5.693 0.0 0.0 0.0 0.016
H 4.008 -0.527 -5.094 0.0 0.0 0.0 -0.004
H 6.684 0.513 -2.151 0.0 0.0 0.0 0.021
H 5.605 -0.889 -1.975 0.0 0.0 0.0 0.008
H 5.560 0.422 -0.781 0.0 0.0 0.0 0.003
```
Forces are in eV/Å.

---

Record 2
Entry from the OMol25 dataset: 3 unconnected molecules or ions with the total composition C38H39FO9PS (ωB97M-V/def2-TZVPD).

As for the charge: -1. For the HOMO energy, the calculation gives -5.095 eV.

```
89
Properties=species:S:1:pos:R:3:forces:R:3:lowdin_charge:R:1
C -5.088 3.306 5.616 -0.2 0.1 0.0 -0.070
C -5.403 1.805 5.567 0.0 0.1 0.0 -0.273
O -4.569 0.995 6.367 0.0 0.1 0.2 -0.160
C -3.213 1.020 5.931 0.0 0.0 0.0 -0.239
C -2.476 -0.173 6.507 -0.1 -0.3 0.0 -0.179
C -1.348 -0.686 5.612 0.1 0.0 0.1 -0.217
C -0.220 0.317 5.313 0.3 -0.4 0.1 -0.265
C 0.574 0.018 4.024 -0.2 0.0 0.2 -0.382
P 1.057 1.499 2.919 2.0 -0.5 0.5 0.495
C 1.362 3.029 1.799 0.2 0.0 -0.2 -0.370
C 1.303 2.795 0.311 -0.2 0.2 -0.1 -0.263
O 2.613 2.424 -0.223 -0.1 -0.5 -0.2 -0.028
C 2.615 2.345 -1.550 0.3 0.0 -0.3 -0.369
O 3.253 1.557 -2.204 0.0 0.2 0.5 0.054
S -1.253 2.015 2.509 -0.6 0.7 -0.5 0.563
O -1.865 2.821 3.547 -0.2 -0.2 0.1 -0.394
O -1.473 2.500 1.155 -0.1 -0.1 0.1 -0.397
F -2.100 0.606 2.498 -0.2 -0.2 0.2 -0.290
H -4.843 3.702 4.635 0.1 0.0 -0.1 0.071
H -5.943 3.862 6.002 0.0 0.0 0.0 0.060
H -4.249 3.511 6.275 0.1 0.0 0.0 0.068
H -6.415 1.642 5.937 0.0 -0.1 0.0 0.106
H -5.359 1.443 4.534 0.0 0.0 -0.1 0.114
H -3.186 0.993 4.843 0.0 -0.1 -0.2 0.101
H -2.731 1.951 6.233 0.0 0.1 -0.1 0.113
H -3.214 -0.972 6.621 0.0 0.0 0.0 0.109
H -2.120 0.040 7.518 0.1 0.1 0.0 0.110
H -0.907 -1.551 6.117 0.0 -0.1 -0.1 0.103
H -1.776 -1.075 4.687 -0.1 0.2 -0.1 0.102
H -0.573 1.348 5.338 -0.2 0.1 -0.2 0.071
H 0.486 0.221 6.142 0.0 0.3 0.2 0.099
H 0.077 -0.747 3.426 -0.1 0.1 -0.1 0.051
H 1.531 -0.415 4.322 0.1 0.0 -0.2 0.059
H 1.035 0.632 1.736 -0.3 0.1 0.0 0.006
H 2.474 1.315 3.127 -0.1 -0.1 -0.1 -0.012
H 0.955 2.394 4.060 -0.3 0.1 0.0 0.002
H 2.370 3.355 2.064 0.0 0.1 0.1 0.073
H 0.682 3.851 2.017 -0.1 0.0 0.3 0.066
H 0.954 3.694 -0.204 0.1 0.0 -0.1 0.116
H 0.607 1.996 0.056 0.0 -0.1 0.1 0.091
H 2.001 3.120 -2.037 -0.2 0.0 0.0 0.144
C 2.793 -3.376 -0.514 0.0 0.0 -0.1 -0.047
C 2.740 -4.412 -1.443 0.0 0.1 0.0 -0.060
C 1.930 -5.511 -1.219 0.1 0.0 -0.1 -0.010
C 1.176 -5.589 -0.055 0.0 0.0 0.1 -0.088
C 1.244 -4.558 0.884 0.0 -0.1 0.0 -0.079
C 2.045 -3.448 0.647 0.1 0.1 0.0 0.009
C 0.490 -4.632 2.168 0.1 0.1 0.0 -0.276
O 0.569 -3.740 2.981 -0.1 0.0 0.2 0.117
C -0.336 -5.848 2.422 0.0 0.0 -0.1 -0.078
C -1.012 -5.962 3.629 -0.1 0.0 0.1 0.001
C -1.794 -7.076 3.878 0.0 0.0 0.0 -0.060
C -1.908 -8.078 2.920 0.0 0.0 0.0 -0.065
C -1.232 -7.971 1.717 -0.1 -0.1 0.1 -0.009
C -0.439 -6.858 1.465 0.1 0.1 0.0 -0.083
C 0.304 -6.775 0.171 0.0 0.0 0.0 -0.278
O 0.201 -7.651 -0.663 0.0 0.0 0.0 0.097
H 3.418 -2.511 -0.695 0.0 0.0 0.0 0.112
H 3.331 -4.356 -2.347 0.0 0.0 0.0 0.104
H 1.877 -6.317 -1.937 -0.1 0.0 0.0 0.116
H 2.077 -2.650 1.377 -0.1 0.0 0.0 0.123
H -0.920 -5.172 4.361 0.0 0.1 0.0 0.122
H -2.320 -7.165 4.819 0.0 0.0 0.0 0.105
H -2.525 -8.945 3.115 0.0 0.0 0.0 0.103
H -1.310 -8.743 0.965 0.0 0.0 -0.1 0.117
C 2.856 6.071 -9.201 0.0 0.0 0.0 -0.064
C 1.754 5.794 -10.003 0.0 0.0 0.0 -0.065
C 0.902 4.753 -9.677 0.0 0.1 -0.1 -0.008
C 1.152 3.978 -8.552 0.0 0.0 0.1 -0.083
C 2.266 4.246 -7.757 -0.1 -0.1 0.0 -0.080
C 3.112 5.299 -8.082 0.0 0.1 -0.1 -0.005
C 2.581 3.408 -6.559 0.0 0.0 0.0 -0.277
O 3.548 3.655 -5.872 0.0 0.0 0.0 0.113
C 1.674 2.267 -6.252 0.0 0.0 -0.1 -0.077
C 1.969 1.441 -5.173 0.0 0.1 0.0 0.004
C 1.122 0.391 -4.865 -0.1 0.0 0.0 -0.043
C -0.017 0.158 -5.627 0.0 0.0 0.0 -0.053
C -0.309 0.970 -6.709 0.0 -0.1 0.1 -0.007
C 0.536 2.024 -7.030 0.1 0.1 0.0 -0.088
C 0.211 2.871 -8.210 0.0 0.0 0.0 -0.279
O -0.782 2.675 -8.879 0.0 0.0 0.0 0.099
H 3.517 6.890 -9.453 0.0 0.0 0.0 0.104
H 1.560 6.393 -10.883 0.0 0.0 0.0 0.103
H 0.038 4.530 -10.288 0.0 0.0 0.0 0.118
H 3.966 5.501 -7.451 0.0 -0.1 0.0 0.119
H 2.845 1.630 -4.569 0.0 0.0 0.0 0.103
H 1.347 -0.242 -4.020 0.0 0.0 0.1 0.110
H -0.678 -0.660 -5.373 0.0 0.0 0.0 0.107
H -1.191 0.798 -7.310 0.0 0.0 -0.1 0.118
```
Forces are in eV/Å.

---

no.,largest force on an atom (eV/A)
1,0.42
2,2.12